1.
Molecular formula: C19H38Br12O3
Method: DFT, ωB97M-V with the def2-TZVPD basis set

Geometry as XYZ:
```
72
Properties=species:S:1:pos:R:3:forces:R:3:mulliken_charge:R:1
Br 2.850584 1.747904 3.762682 -0.43 0.03 -0.59 -0.1860
Br -5.369883 -1.604289 2.657300 -0.29 1.12 0.23 -0.1592
H 4.779216 -0.908870 -6.109382 0.05 0.07 -0.04 0.3797
Br -3.216356 -4.868291 -3.554606 0.10 0.77 0.42 -0.1666
H -1.178251 1.032165 -0.133481 0.27 0.17 0.09 0.2121
H -2.264779 0.721776 -1.426883 -0.10 -0.59 -0.10 0.2175
H 1.857374 -4.150385 1.613295 -0.04 -0.19 0.10 0.3555
C -1.618318 0.217507 -0.708621 -0.40 0.56 1.54 -0.0714
C 5.182806 -0.036204 -5.595903 -0.56 -0.95 -0.02 -0.7098
H -2.314392 -1.738254 -0.062660 -0.42 0.07 -0.01 0.0667
H -2.192311 4.855818 0.263388 0.17 -0.16 0.48 0.4294
Br 5.300967 -1.661124 -3.298477 -0.49 0.07 -0.15 -0.1382
O -0.616078 -0.432910 -1.430732 0.67 -0.19 -1.63 -0.4156
C 0.571401 -0.734476 -0.893502 -0.85 0.24 -1.10 0.5567
H 5.101103 1.547325 -1.649696 -0.08 -0.03 0.13 0.2453
Br -2.694324 5.393008 2.764053 0.02 0.03 -0.94 -0.1899
C -3.201234 -2.993858 -2.910001 0.84 0.43 0.04 -0.2856
H 1.333583 -0.672520 -2.918709 -0.22 -0.64 0.01 0.2952
C 7.106112 1.459513 1.099563 1.71 -0.20 -0.77 -1.1628
Br -6.929408 2.926055 3.243410 0.18 -1.31 -0.45 -0.1826
O 0.771097 -0.762394 0.277842 0.43 0.20 1.61 -0.5052
H 2.513160 -0.676289 -1.618124 0.17 -0.39 -0.01 -0.2565
H -6.940956 0.994931 1.509724 0.60 0.47 -0.02 0.3732
H 1.574752 -2.192432 -1.832834 0.45 -0.09 -0.82 0.2725
C 1.568354 -1.108517 -1.947693 0.06 0.55 0.80 -0.2537
H 0.105924 2.967566 4.268075 -0.24 -0.10 -0.37 0.4185
C 1.039143 -3.806543 2.246040 1.04 -1.05 0.34 -0.4328
C -2.320539 -0.704270 0.282206 -0.10 0.64 0.24 -0.2184
C -0.117389 -4.802880 2.135774 -0.27 0.84 -0.05 -0.5281
C 0.044223 1.891749 4.104071 0.45 -0.67 -1.26 -0.5915
H 8.167130 1.569173 0.875281 0.30 0.34 0.42 0.3843
H 6.267253 -0.100510 -5.685018 -0.16 0.23 0.43 0.4128
C 6.700102 0.935327 -0.290127 -4.00 1.29 2.26 0.6639
H 1.007765 0.263051 3.015654 -0.04 0.23 -0.41 0.2348
H -0.957889 -4.618896 2.804964 0.17 0.33 -0.12 0.3783
Br -4.285783 -0.375090 -3.528655 0.91 -0.91 -0.38 -0.1937
H -5.516480 0.453527 4.192962 0.41 -0.34 -0.11 0.4539
Br 1.838043 -4.004967 4.114465 -0.64 0.32 -1.11 -0.1770
C -3.750437 3.448660 1.051413 0.11 1.09 -0.03 0.1673
H -7.682609 0.491791 2.938618 0.22 0.19 0.59 0.4560
H 3.540648 0.074970 -4.128412 0.13 -0.49 0.00 0.3305
Br -1.744242 1.352854 3.463764 0.17 0.31 0.16 -0.0749
H 5.082712 0.750370 -3.576194 -0.17 0.00 -0.16 0.1848
H -2.270371 -2.784908 -2.382795 0.02 -0.53 0.13 0.0043
C 4.623494 -0.044608 -4.163765 1.24 0.83 -0.44 -0.2849
H -3.145218 2.676891 1.527022 -0.05 0.31 -0.11 -0.2557
H 0.959965 -2.751861 1.982474 -0.86 -0.10 0.50 0.1617
C -3.259532 -2.054018 -4.092847 -1.75 0.36 -0.56 -0.5745
C 5.176376 1.033641 -0.691281 0.48 0.05 0.91 -0.7312
H 0.900552 1.780786 2.012018 0.23 0.02 0.30 0.3766
H 6.768406 2.444338 1.422320 -0.61 -0.33 -0.10 0.3276
Br 4.602694 1.467079 -6.677809 -0.05 0.16 0.28 -0.1712
H -2.348628 -1.766095 -4.617680 0.12 0.08 0.70 0.3705
H 0.093845 1.396430 5.073762 0.48 -0.10 -0.33 0.3997
H -3.307420 -0.287730 0.483889 -0.39 -0.44 -0.37 0.0785
C -5.474183 0.348511 3.108854 -1.25 0.29 -0.24 -0.1006
H -1.858329 -0.664385 1.268543 0.44 -0.21 -0.19 0.0979
Br -4.293200 2.788108 -0.699524 -0.05 -0.01 0.11 -0.1806
H -4.642277 3.699524 1.625685 -0.10 -0.77 -0.08 0.2055
C -6.795575 1.020472 2.589678 0.47 -0.52 -0.06 -0.6422
H -3.814475 5.486860 0.437707 0.11 0.23 0.41 0.4215
O 7.521732 0.577425 -1.039032 1.99 -1.14 -2.17 -0.4868
H 4.608478 0.103490 -0.711427 0.67 -0.50 -0.43 0.0562
H 4.612168 1.544584 0.088928 0.25 0.63 -0.09 0.3735
C -3.080263 4.823423 0.894731 -0.25 -0.70 0.12 -0.6375
Br -0.892165 -4.679603 0.295991 0.41 -0.16 0.69 -0.1745
C 1.054842 1.351949 3.002169 -0.57 0.20 2.51 -0.5172
H 7.133068 0.716793 1.896893 -0.75 -0.03 -0.02 0.2784
H -3.907713 -2.483617 -4.856648 -0.11 0.21 0.09 0.4368
H -4.552899 0.763603 2.700161 -0.32 0.12 0.02 -0.2319
H -4.012996 -2.825077 -2.202430 -0.09 -0.36 -0.37 0.3937
H 0.207831 -5.823077 2.339577 0.14 0.14 -0.46 0.4172
```
Forces are in eV/Å.

Summary:
- frontier orbital gap (eV) = 9.96
- relative energy (zero: lowest compared OMol25 entry of this formula, charge and spin) (kcal/mol) = 41.2
- LUMO energy (eV) = 0.185
- total energy (eV) = -866971.256



2.
Molecular formula: C2H8N4O
Method: DFT, ωB97M-V with the def2-TZVPD basis set

Geometry as XYZ:
```
15
Properties=species:S:1:pos:R:3:forces:R:3:mulliken_charge:R:1
H 1.991115 0.516018 1.783914 -0.19 0.04 0.13 0.2425
O 0.155424 0.505996 1.069729 -0.03 -1.88 0.13 -0.3418
N 0.272988 1.658536 -2.452930 -0.06 0.12 -0.16 -0.5947
H 0.795786 0.364693 2.929584 0.08 0.09 -0.35 0.2398
C -0.196327 -0.566921 0.096146 -0.96 2.62 0.64 0.5810
H 0.200440 1.550425 -0.170334 -0.48 0.01 -4.01 0.3361
H 0.770268 0.908963 -2.939689 -0.02 0.10 0.50 0.2702
C -0.864981 -1.772933 0.644518 1.02 -0.42 0.12 -0.9634
N -0.423750 -0.075430 -1.066086 0.09 -1.41 -0.01 -0.4595
H -1.115051 -2.427151 -0.183917 -0.04 -0.07 -0.07 0.3298
N -0.221603 1.240055 -1.208327 0.95 0.80 3.25 0.0249
H -0.534124 1.873517 -3.032397 0.10 0.07 0.07 0.2476
N 1.125968 0.034107 2.022178 -0.24 -0.20 -0.22 -0.4630
H -1.774115 -1.516484 1.185946 -0.01 0.17 0.00 0.2263
H -0.182041 -2.293391 1.321666 -0.21 -0.04 -0.01 0.3244
```
Forces are in eV/Å.

Summary:
- frontier orbital gap (eV) = 8.92
- relative energy (zero: lowest compared OMol25 entry of this formula, charge and spin) (kcal/mol) = 125.5
- LUMO energy (eV) = 0.908
- total energy (eV) = -10207.169



3.
Molecular formula: C6H14NO
Method: DFT, ωB97M-V with the def2-TZVPD basis set

Geometry as XYZ:
```
22
Properties=species:S:1:pos:R:3:forces:R:3:mulliken_charge:R:1
C -0.237666 -2.222036 0.331987 -0.64 -0.92 -2.12 -0.7256
C 0.033517 1.634212 1.088405 0.51 -1.28 1.19 -0.8137
H 0.551972 3.427279 -0.058526 -0.26 0.15 0.07 0.3327
C 0.651547 2.351527 -0.064609 -0.21 -0.14 -0.34 -0.0290
N -0.819014 -0.320028 -1.023383 -0.43 0.60 -0.93 -0.2853
C 0.315755 0.096755 1.186015 0.29 1.22 -0.89 -0.6931
O -0.995285 -2.744213 -0.812744 0.35 -0.32 0.46 -0.5450
H -0.156245 -0.773610 -1.649217 0.16 -0.08 -0.04 0.3555
H -1.031752 1.818729 1.237772 -0.02 0.33 -0.18 0.3613
H -1.738509 -0.622228 -1.351819 0.11 -0.28 0.02 0.4087
H 0.543813 2.005637 1.981916 -0.30 0.40 0.02 0.3770
H -0.773767 0.694938 -1.221496 0.36 -0.22 0.65 0.3451
H -1.667782 -0.727084 0.781932 0.27 0.19 0.31 0.3043
H -0.543225 -2.841354 1.168160 0.54 0.44 0.57 0.3838
H 0.340606 -0.230034 2.223741 -0.15 -0.01 -0.02 0.4762
H 0.810196 -2.281800 0.030857 0.23 -0.20 0.66 0.3843
H -0.806041 -3.694082 -0.898519 -0.16 0.45 0.02 0.3287
H 1.771855 2.500267 -1.827404 -0.04 0.33 0.06 0.2505
H 1.331478 0.016101 0.787849 0.01 -0.55 0.13 0.3225
C 1.357549 1.853103 -1.068981 0.65 -0.21 -0.63 -0.8175
C -0.639089 -0.772718 0.404412 -0.83 0.11 0.48 0.0446
H 1.700080 0.830634 -1.246347 -0.43 -0.01 0.48 0.2340
```
Forces are in eV/Å.

Summary:
- frontier orbital gap (eV) = 10.78
- relative energy (zero: lowest compared OMol25 entry of this formula, charge and spin) (kcal/mol) = 21.0
- LUMO energy (eV) = -3.069
- total energy (eV) = -9979.336
- charge = +1